Molecular formula: C13H26O3Si
Method: DFT, wB97M-V/def2-TZVPD

```
43
Properties=species:S:1:pos:R:3:forces:R:3
O 3.231 -1.160 0.792 -1.94 -2.51 0.29
O 1.438 -2.404 -0.871 -0.46 1.13 -0.29
O 0.521 -0.360 0.722 2.54 -1.89 0.99
C -1.553 1.803 2.082 -1.95 -2.41 2.04
C -1.792 0.526 1.712 -0.02 2.06 -0.96
C 3.552 0.181 0.679 -0.41 -0.06 0.83
C 2.548 -3.103 -1.385 -0.09 -0.34 -1.64
C -2.198 -0.544 2.664 1.22 0.88 1.40
C -0.483 1.774 -3.017 1.26 -0.10 -0.10
C -2.262 2.169 -1.355 -0.04 0.09 0.52
C -2.698 0.745 -0.867 0.16 0.74 0.40
C 0.197 1.598 -0.657 0.31 0.84 -0.18
C 1.393 -3.004 1.877 -0.21 0.92 -0.26
C -0.768 2.357 -1.659 0.84 -1.15 0.84
C -1.747 0.103 0.239 -0.75 0.16 -1.08
C -0.302 0.165 -0.290 -0.02 -0.19 0.08
Si 1.634 -1.648 0.606 -1.03 -0.22 -0.41
H -1.851 2.123 3.102 0.78 -0.28 -0.52
H -1.505 2.550 1.381 0.55 1.66 -1.54
H 4.496 0.287 1.204 0.09 0.68 -0.08
H 3.619 0.340 -0.368 0.36 1.22 -0.93
H 2.700 0.675 1.154 0.65 1.14 -0.22
H 2.630 -3.229 -2.531 -0.65 0.77 1.65
H 2.517 -4.103 -1.014 0.17 -0.90 0.40
H 3.403 -2.596 -1.016 1.32 0.07 -0.06
H -3.255 -0.447 2.859 -0.41 -0.30 0.18
H -1.942 -1.504 2.288 -0.08 -0.93 -0.40
H -1.619 -0.444 3.619 -0.73 0.07 -0.60
H -1.264 2.098 -3.691 -0.16 -0.59 -0.52
H 0.458 2.206 -3.381 -0.07 -0.27 -0.12
H -0.305 0.663 -2.899 -0.66 1.14 -0.67
H -2.781 2.553 -2.263 -0.11 -0.60 0.66
H -2.445 2.895 -0.582 -0.64 0.22 0.54
H -2.808 0.092 -1.740 0.76 -0.25 0.11
H -3.722 0.667 -0.470 0.18 0.79 0.07
H 1.247 1.521 -1.107 -1.39 -0.06 0.30
H 0.370 2.285 0.215 -0.39 -1.19 -0.27
H 0.604 -2.739 2.599 0.80 -0.11 0.20
H 2.419 -3.037 2.204 0.26 0.10 1.33
H 1.240 -4.022 1.561 -0.52 -0.15 -0.73
H -0.538 3.446 -1.583 -0.14 -0.71 -0.33
H -2.193 -0.903 0.277 0.99 -0.20 -0.31
H -0.185 -0.575 -1.092 -0.38 0.74 -0.60
```
Forces are in eV/Å.

Output
molar mass	258.4	g mol⁻¹
energy above the lowest of the compared OMol25 structures with the same formula, charge and spin	83.3	kJ/mol
net charge	0
E	-27924.0582	eV
largest force on an atom	3.717	eV/Å
SMILES	C=C(C)[C@H]1CC[C@H](C)C[C@H]1O[Si](C)(OC)OC
gap between HOMO and LUMO	9.846	eV
highest occupied orbital energy	-9.013	eV